Computed, not measured: a 2-piece molecular cluster, C4H7N3 overall, with ωB97M-V/def2-TZVPD.

Computed properties:
HOMO in eV: -8.18
Electronic energy in eV: -8727.809
Strongest force on any atom in eV/Å: 0.3
HOMO-LUMO gap in eV: 8.9
Relative energy (zero: lowest compared OMol25 entry of this formula, charge and spin) in kJ/mol: 373.4

Geometry (Å):
N  0.341  2.072  0.480
C  0.276  1.262  -0.593
C  -0.836  0.388  -0.857
C  -0.439  -0.758  -0.208
N  -1.191  -1.868  0.119
C  0.902  -0.532  0.314
N  1.438  0.486  -0.555
H  -0.568  2.483  0.693
H  0.508  0.862  1.187
H  -1.849  0.702  -1.077
H  -0.683  -2.739  0.177
H  -2.062  -1.961  -0.383
H  1.544  -1.371  0.587
H  2.168  1.023  -0.097

Formally, the natural (NBO) partial charges of the atoms, in units of the elementary charge, are as follows: -0.77 0.39 -0.39 0.18 -0.79 -0.26 -0.56 0.36 0.27 0.22 0.38 0.38 0.21 0.38



Computed, not measured: an isolated ion of composition C7H15N2O and charge +1 at a distorted geometry, with ωB97M-V/def2-TZVPD.

Computed properties:
HOMO in eV: -12.43
Electronic energy in eV: -12520.062
Strongest force on any atom in eV/Å: 4.7
HOMO-LUMO gap in eV: 9.5
Charge: +1
Relative energy (zero: lowest compared OMol25 entry of this formula, charge and spin) in kJ/mol: 444.1

Geometry (Å):
C  -0.063  -1.610  2.406
C  0.542  -1.460  0.955
C  1.779  -0.509  0.662
O  2.825  -0.798  -0.180
N  0.458  -0.354  0.170
C  0.156  -0.461  -1.257
C  -0.665  0.694  -1.615
C  -1.980  0.892  -0.823
C  -1.236  1.924  0.011
N  -0.142  2.049  -1.108
H  -1.034  -1.950  2.296
H  -0.151  -0.709  2.937
H  0.682  -2.181  2.947
H  0.516  -2.525  0.495
H  1.932  0.303  1.301
H  3.514  -1.396  0.186
H  -0.494  -1.323  -1.507
H  1.151  -0.570  -1.781
H  -1.013  0.803  -2.636
H  -2.355  0.089  -0.223
H  -2.871  1.368  -1.211
H  -1.657  2.924  0.208
H  -0.727  1.530  0.922
H  -0.539  2.646  -1.766
H  0.811  1.985  -0.804

Formally, the natural (NBO) partial charges of the atoms, in units of the elementary charge, are as follows: -0.62 -0.04 0.23 -0.72 -0.50 -0.27 -0.02 -0.45 -0.18 -0.53 0.22 0.21 0.23 0.20 0.16 0.51 0.24 0.25 0.24 0.24 0.24 0.23 0.26 0.43 0.45



Computed, not measured: C16H40F4K2N2O16S4 as an isolated structure at a distorted geometry, with ωB97M-V/def2-TZVPD.

Computed properties:
HOMO (spin up / spin down) in eV: -1.96 / -6.89
Electronic energy in eV: -139833.780
Multiplicity: 2
Strongest force on any atom in eV/Å: 8.1
HOMO-LUMO gap (spin up / spin down) in eV: 3.3 / 8.4
Charge: -1

Geometry (Å):
K  -2.862  3.517  -3.574
K  -2.535  -0.288  -3.559
N  -1.865  1.657  -1.727
S  -2.876  1.721  -0.205
O  -2.482  2.378  1.025
O  -3.847  0.649  -0.096
F  -3.817  2.906  -0.866
S  -0.580  1.518  -0.919
O  -0.449  0.250  -0.242
O  -0.066  2.763  -0.323
F  0.429  1.290  -2.228
N  3.025  4.814  -4.702
S  1.832  3.956  -3.784
O  0.568  3.596  -4.386
O  1.896  4.163  -2.341
F  2.521  2.508  -3.879
S  2.907  6.187  -4.129
O  3.844  6.662  -3.096
O  1.575  6.757  -4.062
F  3.323  6.925  -5.544
C  0.073  -0.867  -5.789
O  -0.247  -1.352  -4.400
C  0.464  -2.493  -3.767
C  0.149  -2.584  -2.239
O  -1.232  -2.808  -2.138
C  -1.660  -3.166  -0.829
H  -0.672  -0.203  -6.226
H  0.211  -1.780  -6.369
H  0.984  -0.300  -5.597
H  1.525  -2.319  -3.948
H  0.099  -3.369  -4.303
H  0.567  -1.837  -1.565
H  0.593  -3.484  -1.813
H  -1.746  -2.307  -0.163
H  -1.069  -3.918  -0.305
H  -2.706  -3.475  -0.828
C  1.513  -4.188  2.611
O  1.881  -2.824  2.591
C  0.998  -1.960  1.834
C  -0.426  -1.800  2.525
O  -1.227  -2.889  2.323
C  -2.446  -2.854  2.999
H  2.080  -4.724  3.372
H  1.617  -4.673  1.641
H  0.465  -4.262  2.902
H  0.709  -2.334  0.852
H  1.525  -1.014  1.711
H  -0.876  -0.875  2.164
H  -0.444  -1.695  3.610
H  -2.994  -1.918  2.888
H  -2.251  -2.986  4.063
H  -3.094  -3.667  2.670
C  -4.752  4.079  6.934
O  -5.158  3.099  5.933
C  -4.880  3.646  4.665
C  -4.660  2.628  3.543
O  -5.700  1.769  3.429
C  -5.582  0.829  2.353
H  -4.958  5.140  6.794
H  -3.731  3.996  7.307
H  -5.134  3.870  7.933
H  -4.044  4.345  4.661
H  -5.767  4.123  4.248
H  -3.855  2.021  3.956
H  -4.242  3.112  2.660
H  -5.603  1.438  1.449
H  -6.358  0.066  2.421
H  -4.577  0.415  2.268
C  6.407  -4.034  -1.415
O  6.141  -2.684  -1.515
C  6.442  -1.849  -0.402
C  5.524  -0.644  -0.204
O  4.217  -1.027  -0.060
C  3.353  -0.255  -0.922
H  7.228  -4.235  -0.727
H  6.656  -4.469  -2.383
H  5.502  -4.475  -0.996
H  7.302  -1.289  -0.769
H  6.697  -2.357  0.528
H  5.620  0.176  -0.915
H  5.830  -0.238  0.760
H  2.318  -0.469  -0.657
H  3.463  -0.556  -1.964
H  3.401  0.821  -0.753

Formally, the Mulliken partial charges of the atoms, in units of the elementary charge, are as follows: 0.33 0.24 -0.25 1.43 -0.57 -0.61 -0.39 1.07 -0.36 -0.60 -0.24 -0.29 1.07 -0.50 -0.48 -0.27 1.09 -0.61 -0.60 -0.34 -0.75 -0.19 -0.83 0.19 -0.46 -0.69 0.25 0.29 0.26 0.40 0.34 -0.12 0.41 0.18 0.29 0.40 -0.56 -0.51 0.05 -0.66 -0.16 -0.80 0.31 0.22 0.17 -0.08 0.38 0.32 0.49 0.21 0.34 0.27 -0.87 -0.32 -0.63 -0.14 -0.43 -0.43 0.34 0.34 0.31 0.43 0.26 0.23 0.26 0.30 0.29 0.07 -0.68 -0.31 -0.52 -0.66 -0.17 -0.33 0.32 0.22 0.26 0.26 0.44 0.46 0.29 -0.46 0.37 0.43



Computed, not measured: C3H7LuO3 as an isolated structure at a distorted geometry, with ωB97M-V/def2-TZVPD.

Computed properties:
HOMO (spin up / spin down) in eV: -12.58 / -14.42
Electronic energy in eV: -42979.340
Multiplicity: 2
Strongest force on any atom in eV/Å: 2.8
HOMO-LUMO gap (spin up / spin down) in eV: 6.9 / 8.8
Charge: +1
Relative energy (zero: lowest compared OMol25 entry of this formula, charge and spin) in kJ/mol: 0.0

Geometry (Å):
O  -0.732  1.723  0.170
C  -2.055  1.343  0.004
C  -2.300  -0.070  0.525
O  -1.226  -0.886  0.023
C  -1.371  -2.239  -0.096
H  -2.362  1.376  -1.062
H  -2.755  2.006  0.549
H  -3.258  -0.484  0.182
H  -2.221  -0.105  1.622
H  -2.129  -2.685  0.550
H  -0.784  -2.619  -0.932
Lu  0.716  0.352  -0.149
O  2.002  -1.243  -0.496
H  1.653  -2.199  -0.580

Formally, the natural (NBO) partial charges of the atoms, in units of the elementary charge, are as follows: -1.00 -0.09 -0.10 -0.65 -0.05 0.18 0.21 0.22 0.20 0.20 0.19 2.48 -1.28 0.50



Computed, not measured: a 2-piece molecular cluster, C2H6N3S2 overall at a distorted geometry, with ωB97M-V/def2-TZVPD.

Computed properties:
HOMO in eV: -13.45
Electronic energy in eV: -28302.927
Strongest force on any atom in eV/Å: 6.1
HOMO-LUMO gap in eV: 9.4
Charge: +1
Relative energy (zero: lowest compared OMol25 entry of this formula, charge and spin) in kJ/mol: 259.3

Geometry (Å):
C  0.815  -1.374  1.287
C  -0.739  0.369  1.384
N  0.733  -0.735  0.200
N  -0.210  0.273  0.266
N  0.804  0.374  -2.151
S  -0.360  -0.837  2.456
S  -2.301  1.864  1.960
H  1.238  -2.274  1.358
H  0.768  -0.698  -2.232
H  0.343  0.467  -1.178
H  0.454  0.881  -2.991
H  1.813  0.561  -1.865
H  -3.357  1.130  1.507

Formally, the natural (NBO) partial charges of the atoms, in units of the elementary charge, are as follows: -0.09 0.04 -0.32 -0.43 -0.93 0.51 0.01 0.23 0.46 0.47 0.46 0.45 0.16



Computed, not measured: C3H4Cl2O as an isolated structure at a distorted geometry, with ωB97M-V/def2-TZVPD.

Computed properties:
HOMO in eV: -10.40
Electronic energy in eV: -30266.708
Strongest force on any atom in eV/Å: 2.7
HOMO-LUMO gap in eV: 11.2
Relative energy (zero: lowest compared OMol25 entry of this formula, charge and spin) in kJ/mol: 151.4

Geometry (Å):
C  -0.721  0.071  0.026
C  0.456  -0.013  1.018
C  0.445  0.019  -1.007
H  0.518  0.649  1.862
H  0.406  -0.957  1.425
H  0.466  -0.940  -1.505
H  0.525  0.734  -1.784
O  1.404  0.136  -0.020
Cl  -1.677  1.561  -0.002
Cl  -1.823  -1.259  -0.013

Formally, the natural (NBO) partial charges of the atoms, in units of the elementary charge, are as follows: -0.11 -0.08 -0.07 0.20 0.18 0.18 0.19 -0.50 -0.01 0.02